Molecular formula: C6H39NO14
Method: DFT, ωB97M-V/def2-TZVPD

Its energy above the lowest of the compared OMol25 structures with the same formula, charge and spin is 870.97 kJ/mol. The total charge is 0.

Positions of all 60 atoms, in Å:
1 C -2.2966 -1.0356 3.4624
2 C -1.3597 -0.5843 2.4846
3 C -1.0823 -1.2449 1.3749
4 N -0.0368 -0.6642 0.6345
5 C 0.2963 -1.0951 -0.6824
6 C -0.8036 -2.2215 -2.6981
7 C -0.9321 -1.6846 -1.4748
8 H -3.0679 -0.3290 3.2949
9 H -2.6560 -2.0303 3.3435
10 H -2.0413 -0.7829 4.4870
11 H -1.1210 0.5705 2.7629
12 H -1.4957 -2.1024 1.1652
13 H -0.1405 0.3571 0.7945
14 H 0.8619 -2.1132 -0.5435
15 H 1.0578 -0.3683 -1.0445
16 H -0.0069 -2.1794 -3.4101
17 H -1.5365 -2.8616 -3.1682
18 H -1.6815 -1.8766 -0.8517
19 H -0.1848 3.0046 -2.7314
20 H -1.3130 3.4926 -3.5776
21 O -0.6807 3.8536 -3.0123
22 H 3.6483 1.1829 -2.7662
23 H 3.2324 0.2021 -3.7678
24 O 3.4631 1.1281 -3.6409
25 H 2.8694 0.4374 3.0300
26 H 2.7438 -0.2465 4.3531
27 O 3.4311 0.2305 3.7758
28 H -2.3036 1.4948 -1.2987
29 H -1.8782 1.7194 0.3288
30 O -2.2083 2.1472 -0.5173
31 H 0.5420 4.0617 -0.4239
32 H 1.4879 3.6272 0.6491
33 O 0.8393 4.2657 0.6216
34 H 0.5143 0.7672 -3.4778
35 H 1.7780 1.7046 -3.7744
36 O 0.7432 1.6741 -3.5722
37 H -0.7432 -4.8312 -0.1595
38 H -0.1576 -4.5282 1.1755
39 O -0.6695 -4.0846 0.4592
40 H 2.8028 -1.1399 1.4915
41 H 4.0709 -1.1210 2.2922
42 O 3.7453 -0.9951 1.4285
43 H 0.2728 -2.6341 3.6923
44 H 0.9536 -1.5326 3.1595
45 O 1.2319 -2.4029 3.5605
46 H -0.5078 1.9751 -0.8038
47 H 0.5671 1.8121 -1.9219
48 O 0.2388 1.3384 -1.1966
49 H -2.8114 -0.3730 -2.4282
50 H -4.1500 0.4901 -2.0954
51 O -3.2104 0.5227 -2.4404
52 H -3.6747 -2.7153 -0.7137
53 H -3.7996 -1.6604 0.2829
54 O -3.9071 -1.7697 -0.6866
55 H 4.3814 -0.3125 0.0892
56 H 5.2673 0.9421 -0.4601
57 O 4.5184 0.3164 -0.7228
58 H -0.3044 3.3678 1.9554
59 H -1.6952 3.8150 1.9456
60 O -1.1013 3.0200 1.9676


Molecular formula: CH7N2O3
Method: DFT, ωB97M-V/def2-TZVPD

Its energy above the lowest of the compared OMol25 structures with the same formula, charge and spin is 108.47 kJ/mol. The total charge is +1.

Positions of all 13 atoms, in Å:
1 C -0.6337 0.5019 0.1105
2 N -1.1188 -0.6471 0.6563
3 N 1.3580 -0.2076 0.4992
4 O -0.5268 1.5630 0.8539
5 O -0.6891 -0.3454 -1.9533
6 O -0.4603 0.7642 -1.1678
7 H -0.9540 -0.7851 1.6387
8 H -1.2827 -1.4756 0.1345
9 H 2.0747 0.1348 1.0867
10 H 1.7925 -0.4476 -0.3965
11 H 1.2774 -1.1629 0.8459
12 H -0.3660 2.4566 0.5663
13 H -0.4712 -0.3491 -2.8745


Molecular formula: C4H6N4
Method: DFT, ωB97M-V/def2-TZVPD

Its energy above the lowest of the compared OMol25 structures with the same formula, charge and spin is 121.15 kJ/mol. The total charge is 0. Its SMILES is [H]/N=c1/nc[nH]c(C)n1.

Positions of all 14 atoms, in Å:
1 H 1.8161 -2.1915 -0.1059
2 N 2.2308 -1.2527 0.0217
3 C 1.2842 -0.4306 0.0759
4 N 1.4742 0.9647 0.0199
5 C 0.4132 1.6670 0.0574
6 N -0.8470 1.1363 -0.1597
7 C -1.1352 -0.2290 -0.0306
8 C -2.5505 -0.7842 0.1136
9 N -0.0420 -0.9771 -0.1343
10 H 0.4902 2.7387 0.3031
11 H -1.6247 1.8087 -0.1590
12 H -3.3373 -0.1773 -0.3220
13 H -2.5122 -1.7129 -0.4592
14 H -2.6144 -0.9037 1.2125


Molecular formula: C23H21N3O2S
Method: DFT, ωB97M-V/def2-TZVPD

Its energy above the lowest of the compared OMol25 structures with the same formula, charge and spin is 206.15 kJ/mol. The total charge is 0.

Positions of all 50 atoms, in Å:
1 O 3.0528 -0.1592 -0.5941
2 S -1.0244 1.7787 -0.6987
3 O -3.1376 -2.3186 -0.3962
4 C 1.9696 0.3836 -0.4526
5 C -0.4958 0.3345 -1.3406
6 C 1.3645 -3.8654 -2.0295
7 C -0.9650 -3.0227 -2.5446
8 C 1.6270 -2.5755 -1.5612
9 C -0.5830 -1.7725 -2.0578
10 C 0.7852 -0.2868 -1.1002
11 C -5.5338 -0.2279 -2.1915
12 C -4.7454 0.6592 -2.8961
13 C -4.9613 -1.2441 -1.3908
14 C 2.5441 3.4769 1.5147
15 C 3.6581 1.4068 1.8980
16 C -3.3689 0.5055 -2.8189
17 C 3.3801 4.1151 2.4394
18 C 4.5416 2.0348 2.7622
19 C -3.5724 -1.3361 -1.2162
20 C 2.6751 2.1336 1.2187
21 C -2.7610 -0.4625 -1.9799
22 C 4.3940 3.3773 3.0867
23 C 0.0026 -4.1127 -2.4929
24 N 1.8462 1.5547 0.2554
25 N -1.3655 -0.6055 -1.9523
26 N 0.6831 -1.5439 -1.4928
27 C 5.3020 4.0382 4.1175
28 C -3.2528 -2.0432 2.0230
29 C -2.3960 -1.8794 0.7622
30 H 2.1614 -4.5916 -2.0696
31 H -1.9740 -3.1567 -2.8979
32 H 2.6605 -2.3720 -1.3109
33 H -6.6012 -0.1765 -2.2448
34 H -5.2324 1.4137 -3.5378
35 H -5.5454 -1.9448 -0.8327
36 H 1.7953 4.0975 0.9843
37 H 3.7658 0.3297 1.6823
38 H -2.6629 1.1797 -3.3547
39 H 3.2639 5.1619 2.6489
40 H 5.3104 1.4870 3.2792
41 H -0.2741 -5.0686 -2.9304
42 H 0.9706 2.0634 0.1149
43 H 4.7502 4.8395 4.6262
44 H 5.7421 3.3165 4.8073
45 H 6.1197 4.5302 3.6140
46 H -2.7355 -1.4896 2.8367
47 H -3.3329 -3.0889 2.2720
48 H -4.2633 -1.5891 1.9362
49 H -2.0994 -0.8259 0.6700
50 H -1.4818 -2.4583 0.8357


Molecular formula: C22H13CdF3N4S
Method: DFT, ωB97M-V/def2-TZVPD

Its energy above the lowest of the compared OMol25 structures with the same formula, charge and spin is 18.08 kJ/mol. The total charge is 0.

Positions of all 44 atoms, in Å:
1 Cd 0.9183 1.4247 -0.4285
2 F 4.1023 5.6445 -1.4792
3 C 4.4604 5.3548 -0.2199
4 F 3.6120 5.9957 0.5977
5 F 5.6729 5.9055 -0.0265
6 C 4.4845 3.8712 0.0372
7 C 5.6631 3.2595 0.4219
8 C 5.6887 1.8928 0.6637
9 C 4.5074 1.1948 0.5036
10 N 3.3692 1.7716 0.1315
11 C 3.3221 3.0935 -0.1059
12 S 1.7650 3.7408 -0.5709
13 H 6.5571 3.8575 0.5301
14 H 6.5944 1.3903 0.9678
15 H 4.4575 0.1271 0.6846
16 N -6.4596 -5.9060 0.4254
17 C -5.6534 -5.0930 0.3330
18 C -4.6439 -4.0782 0.2164
19 C -3.7326 -3.8866 1.2521
20 C -2.7584 -2.9118 1.1320
21 C -2.6940 -2.1187 -0.0094
22 C -3.6111 -2.3132 -1.0371
23 C -4.5825 -3.2929 -0.9318
24 C -1.6491 -1.0605 -0.1306
25 C -2.1038 0.2469 -0.0162
26 C -3.4413 0.6636 0.2634
27 C -3.4396 2.0332 0.2984
28 C -2.1001 2.4257 0.0535
29 N -1.3098 1.3836 -0.1331
30 C -0.3395 -1.5291 -0.3425
31 C 0.0373 -2.8847 -0.5048
32 C 1.4037 -2.9143 -0.6973
33 C 1.8241 -1.5767 -0.6517
34 N 0.8023 -0.7463 -0.4414
35 H -3.7910 -4.4997 2.1405
36 H -2.0431 -2.7583 1.9292
37 H -3.5582 -1.6950 -1.9235
38 H -5.2929 -3.4520 -1.7310
39 H -4.2849 0.0127 0.4226
40 H -4.2721 2.6907 0.4824
41 H -1.7057 3.4317 0.0119
42 H -0.6300 -3.7301 -0.4876
43 H 2.0290 -3.7762 -0.8564
44 H 2.8255 -1.1888 -0.7735


Molecular formula: C16H34BF9O5P2S4
Method: DFT, ωB97M-V/def2-TZVPD

The total charge is 0.

Positions of all 71 atoms, in Å:
1 C -1.7266 -5.2711 -1.4670
2 C -1.2878 -4.8591 -2.8972
3 O 0.1092 -4.6570 -2.8777
4 C 0.5692 -3.7327 -3.8512
5 C 1.5506 -2.7137 -3.2043
6 P 0.7749 -1.1164 -2.6331
7 S -0.1540 -2.0654 -0.8601
8 C 1.7747 0.1077 -1.6208
9 C 3.0929 -0.4626 -1.0376
10 C 3.1334 -0.6803 0.4672
11 F 2.5019 -1.7877 0.8509
12 F 4.4275 -0.8865 0.8048
13 C 2.5876 0.4849 1.3264
14 F 1.2885 0.2635 1.4985
15 F 2.7311 1.6643 0.7366
16 C 3.1980 0.5687 2.7638
17 F 2.2602 1.1384 3.5273
18 F 3.4026 -0.6232 3.2768
19 C 4.4471 1.4860 2.8718
20 F 5.2130 1.4399 1.8153
21 F 4.0355 2.7229 3.0567
22 F 5.1815 1.1745 3.9157
23 P 1.5146 -0.1318 -4.5580
24 S 0.6531 -0.9197 -6.1454
25 B -1.0348 -0.5414 -3.0976
26 O -1.9306 -1.3299 -3.8155
27 O -1.3830 0.7304 -2.6864
28 C -2.7423 0.8758 -2.2199
29 C -3.0186 0.0964 -0.9211
30 H -0.8664 -5.6006 -0.8825
31 H -2.4858 -6.0524 -1.4733
32 H -2.1038 -4.3799 -0.9597
33 H -1.8417 -3.9620 -3.1783
34 H -1.5753 -5.6736 -3.5743
35 H 1.1798 -4.3023 -4.5644
36 H -0.2202 -3.2559 -4.4295
37 H 2.0433 -3.2420 -2.3845
38 H 2.3146 -2.5182 -3.9647
39 H 0.7368 -3.0241 -0.5126
40 H 1.1083 0.5655 -0.8919
41 H 2.0653 0.9103 -2.3078
42 H 3.3735 -1.4080 -1.5082
43 H 3.9051 0.2329 -1.2557
44 H 2.9405 -0.1439 -4.6522
45 H 1.1925 1.2539 -4.4894
46 H -2.5413 -1.7334 -3.1878
47 H -2.8889 1.9235 -1.9784
48 H -3.4692 0.6349 -2.9989
49 H -3.4081 -0.9084 -1.1135
50 H -3.7932 0.6513 -0.3892
51 H -2.1266 0.0532 -0.2970
52 C -3.0205 4.9933 0.7134
53 S -4.5368 4.4207 -0.0666
54 O -4.2250 3.1165 -0.7180
55 C -4.5647 5.6643 -1.3660
56 H -2.7915 4.3207 1.5375
57 H -2.2051 4.9778 -0.0101
58 H -3.1698 6.0022 1.0977
59 H -3.6477 5.6048 -1.9525
60 H -4.6670 6.6526 -0.9180
61 H -5.4218 5.4642 -2.0054
62 C 0.3322 1.7156 6.1900
63 S 0.0255 -0.0166 6.5709
64 O -1.4425 -0.1743 6.7470
65 C 0.7566 0.0243 8.2156
66 H -0.0867 1.9223 5.2073
67 H -0.1509 2.3475 6.9356
68 H 1.4067 1.8993 6.1729
69 H 0.2453 0.7679 8.8273
70 H 1.8176 0.2621 8.1348
71 H 0.6375 -0.9610 8.6612


| no. | maximum force (eV/A) | orbital gap (hartree) |
| --- | --- | --- |
| 1 | 7.49 | 0.2842 |
| 2 | 4.49 | 0.4419 |
| 3 | 4.47 | 0.3384 |
| 4 | 5.00 | 0.2583 |
| 5 | 0.29 | 0.2544 |
| 6 | 1.79 | 0.2897 |